Arrangement A

Formula: H9O4S
Source: the OMol25 dataset
Level of theory: ωB97M-V with the def2-TZVPD basis set

Computed properties:
Kohn-Sham gap in eV: 6.9
Charge: -1
Lowest unoccupied orbital energy in eV: 3.41
Spin multiplicity: 1
E_HOMO in eV: -3.5235

Atoms and positions in Å:
S -0.3982 -0.8260 -1.0945
H 0.0098 -1.7585 -2.0003
H -2.4880 -1.0597 1.8148
H -1.0312 -0.7359 1.3084
O -1.5781 -0.9397 2.0837
H 2.6905 -1.7434 -0.4355
H 1.5320 -1.4055 -1.2752
O 2.4007 -1.9519 -1.3328
H -0.2136 0.5484 3.1916
H 1.1447 1.1757 3.3375
O 0.4006 1.1420 2.7348
H -1.1830 3.1923 -1.0336
H 0.1098 2.5968 -1.4035
O -0.4902 3.2968 -1.6905

---

Arrangement B

Formula: H9O4S
Source: the OMol25 dataset
Level of theory: ωB97M-V with the def2-TZVPD basis set

Computed properties:
Kohn-Sham gap in eV: 8.1
Charge: -1
Lowest unoccupied orbital energy in eV: 3.76
Spin multiplicity: 1
E_HOMO in eV: -4.2969

Atoms and positions in Å:
S -1.1377 -1.0220 -0.1952
H -1.9983 -2.0059 0.1015
H -1.2620 1.1556 0.6093
H -2.4874 1.8448 1.0917
O -1.5442 2.0128 0.9930
H 0.6261 -0.7727 -1.7286
H 1.6808 -1.6214 -2.2046
O 1.4940 -0.6724 -2.1824
H 1.3281 1.2504 -0.9996
H 0.3572 2.1209 -0.3110
O 1.2371 2.1708 -0.7106
H 1.5688 -0.8851 1.6423
H 0.2128 -1.4523 1.7030
O 1.0405 -1.4323 2.2362

---

What are the relative energies? In kJ/mol: arrangement A 75.6; arrangement B 0.0.